{
  "formula": "C38H53BrNP3Sr",
  "method": "ωB97M-V/def2-TZVPD",
  "homo_ev": -13.38,
  "largest_force_ev_per_a": 1.6,
  "charge": 2,
  "elements": ["N", "C", "C", "C", "C", "C", "C", "Sr", "P", "C", "C", "C", "C", "C", "C", "C", "Br", "H", "H", "H", "H", "H", "H", "H", "H", "H", "H", "P", "C", "C", "H", "H", "H", "H", "H", "C", "C", "H", "H", "H", "H", "H", "C", "C", "H", "H", "H", "H", "H", "C", "C", "H", "H", "H", "H", "H", "C", "C", "H", "H", "H", "H", "H", "C", "C", "H", "H", "H", "H", "H", "C", "P", "C", "C", "C", "C", "C", "C", "C", "C", "C", "C", "C", "C", "H", "H", "H", "H", "H", "H", "H", "H", "H", "H", "H", "H", "H"],
  "positions_angstrom": [[-2.1459, 5.2490, -1.4809], [-2.5611, 4.6083, -0.3894], [-1.7315, 3.7381, 0.3268], [-0.3898, 3.5888, -0.0815], [0.0264, 4.2625, -1.2593], [-0.8934, 5.1112, -1.8925], [0.5403, 2.7673, 0.6980], [-0.5118, 0.3289, -0.0692], [1.6247, -1.8148, 0.5409], [1.7536, 2.3588, 0.1820], [2.8320, 1.8128, 0.9931], [4.1382, 1.7195, 0.4586], [5.1976, 1.3059, 1.2558], [4.9281, 0.8729, 2.5701], [3.6445, 0.9357, 3.1074], [2.5876, 1.3862, 2.3141], [6.3608, 0.2607, 3.6627], [0.2093, 2.5023, 1.7253], [1.9937, 2.5407, -0.8736], [-2.1253, 3.1794, 1.1837], [1.0111, 4.1126, -1.6976], [-3.5926, 4.7616, -0.0608], [-0.5809, 5.6687, -2.7820], [4.3062, 1.9992, -0.5869], [1.5790, 1.4160, 2.7314], [6.2089, 1.2966, 0.8773], [3.4652, 0.6380, 4.1386], [0.0984, 0.0687, -2.9742], [1.2979, -2.0110, 2.3555], [2.3598, -2.7170, 3.1972], [0.3179, -2.5030, 2.4784], [1.1809, -0.9820, 2.7488], [2.0097, -2.7312, 4.2400], [2.5235, -3.7647, 2.9040], [3.3171, -2.1728, 3.1861], [3.4523, -1.6846, 0.3759], [4.2509, -2.9852, 0.2953], [3.8370, -1.0395, 1.1814], [3.6117, -1.1105, -0.5565], [5.3095, -2.7322, 0.1432], [4.2004, -3.5856, 1.2155], [3.9297, -3.5925, -0.5628], [1.0955, -3.3787, -0.2826], [1.2380, -4.6740, 0.5127], [1.6326, -3.4589, -1.2428], [0.0271, -3.2298, -0.5359], [0.8666, -5.4951, -0.1149], [2.2811, -4.9104, 0.7669], [0.6277, -4.6598, 1.4279], [-1.1461, -1.0642, -3.7093], [-1.0794, -2.4939, -3.1708], [-1.0111, -1.0428, -4.8002], [-2.1358, -0.6286, -3.4883], [-1.8394, -3.0998, -3.6806], [-0.0975, -2.9636, -3.3328], [-1.3156, -2.5227, -2.0944], [1.7219, -0.5118, -3.6055], [2.9106, 0.3574, -3.1757], [1.6474, -0.5692, -4.7007], [1.8416, -1.5407, -3.2208], [3.8353, -0.0755, -3.5803], [2.8274, 1.3849, -3.5579], [3.0036, 0.3894, -2.0779], [-0.2312, 1.6434, -3.8605], [-1.6498, 2.1793, -3.6508], [-0.0219, 1.4902, -4.9295], [0.5112, 2.3687, -3.4803], [-1.7347, 3.1735, -4.1093], [-2.4193, 1.5340, -4.0992], [-1.8832, 2.3036, -2.5794], [-3.5958, -2.1550, 2.5557], [-2.2977, -1.2159, 1.6987], [-3.1333, -0.9625, 0.0323], [-3.5217, -2.1662, -0.6117], [-4.2856, -2.1375, -1.7718], [-4.5887, -0.9180, -2.3922], [-4.0953, 0.2638, -1.8510], [-3.3519, 0.2601, -0.6561], [-2.3592, 0.3726, 2.6595], [-3.4646, 1.2393, 2.5873], [-3.6222, 2.2479, 3.5423], [-2.6881, 2.4158, 4.5722], [-1.5760, 1.5709, 4.6393], [-1.3972, 0.5618, 3.6938], [-3.6301, -3.1817, 2.1870], [-4.5504, -1.6606, 2.3583], [-3.4076, -2.1729, 3.6310], [-3.2692, -3.1309, -0.1595], [-4.6676, -3.0702, -2.1957], [-5.2158, -0.9027, -3.2870], [-4.3300, 1.2250, -2.3347], [-3.0326, 1.2317, -0.2477], [-4.2226, 1.0996, 1.8168], [-4.5103, 2.8907, 3.5041], [-2.8469, 3.1784, 5.3370], [-0.8623, 1.6753, 5.4621], [-0.5513, -0.1276, 3.7828]],
  "forces_ev_per_a": [[-0.52, 0.50, 0.27], [0.39, -0.51, -0.10], [0.31, 0.08, -0.18], [-0.45, 0.19, -0.86], [-0.85, 0.02, 0.35], [0.68, -0.81, 0.13], [1.21, -0.55, -0.69], [0.37, -0.10, 0.12], [-0.19, 0.34, 0.17], [-1.13, 0.65, 0.92], [0.27, -0.85, 0.21], [-0.44, 0.19, 0.25], [-0.53, -0.34, 0.55], [0.45, 0.48, -0.26], [-0.43, -0.04, -0.22], [0.77, 0.05, -0.11], [-0.40, 0.13, -0.32], [0.47, 0.44, -0.54], [-0.13, 0.12, 0.44], [0.23, 0.39, -0.07], [-0.13, 0.33, 0.32], [0.27, 0.03, -0.26], [-0.26, -0.15, 0.28], [0.02, 0.02, 0.42], [0.35, 0.07, -0.01], [0.02, -0.09, -0.02], [0.09, 0.00, -0.23], [-0.20, 0.11, -0.11], [0.02, -0.11, 0.09], [0.04, -0.11, 0.43], [0.34, 0.19, -0.15], [0.00, -0.39, -0.20], [0.20, -0.03, -0.21], [-0.02, 0.43, 0.00], [-0.26, -0.26, -0.07], [0.10, 0.17, -0.34], [0.31, -0.09, 0.03], [-0.31, -0.21, -0.19], [0.00, -0.22, 0.35], [-0.24, -0.13, -0.02], [-0.10, 0.20, -0.35], [0.12, 0.07, 0.31], [-0.15, 0.01, 0.10], [-0.04, -0.42, -0.11], [-0.15, 0.15, 0.26], [0.47, -0.09, 0.07], [0.08, 0.07, 0.25], [-0.38, 0.16, -0.02], [0.28, 0.01, -0.23], [0.05, 0.12, -0.17], [-0.10, -0.10, 0.02], [-0.09, -0.06, 0.16], [0.39, -0.17, -0.13], [0.24, 0.02, 0.15], [-0.33, 0.14, 0.03], [0.15, 0.00, -0.36], [-0.17, -0.19, -0.01], [0.01, -0.08, -0.02], [0.10, -0.05, 0.20], [0.03, 0.34, -0.21], [-0.19, 0.20, 0.15], [0.02, -0.27, 0.11], [-0.05, 0.03, -0.30], [0.35, 0.01, -0.11], [-0.06, 0.21, 0.01], [-0.05, 0.10, 0.19], [-0.29, -0.18, -0.23], [-0.07, -0.27, 0.12], [0.30, 0.18, 0.12], [0.04, -0.04, -0.24], [-0.35, -0.20, -0.03], [0.10, 0.22, -0.03], [0.09, 0.25, -0.29], [-0.17, 0.41, 0.43], [-0.01, 0.09, -0.18], [0.00, -0.15, 0.23], [0.03, 0.45, 0.00], [-0.43, -0.63, 0.09], [-0.03, 0.17, 0.01], [0.26, 0.06, 0.41], [-0.14, 0.15, 0.00], [-0.07, -0.28, -0.26], [0.04, 0.07, 0.08], [-0.49, -0.15, -0.61], [-0.02, 0.09, 0.06], [0.01, -0.15, 0.15], [0.09, 0.04, -0.12], [-0.18, 0.33, -0.11], [0.23, 0.30, 0.12], [0.25, 0.04, 0.31], [0.21, -0.54, 0.26], [-0.33, -0.33, 0.01], [0.12, 0.02, 0.21], [0.43, -0.26, 0.00], [0.08, -0.22, -0.28], [-0.24, -0.01, -0.34], [-0.30, 0.20, -0.02]]
}